The following is a quantum chemistry calculation of 2 unconnected molecules or ions with the total composition C3H11NP at a distorted geometry, from the OMol25 dataset.

Computed properties:
HOMO-LUMO gap: 8.4448 eV
ΔE to the lowest compared entry with this formula, charge and spin: 135.2 kcal per mole
Lowest unoccupied orbital energy: -4.23 eV
Spin multiplicity: 1
Highest occupied orbital energy: -0.466 Ha
Charge: +1

Bonds (Å) are listed after each position.
Positions of all 16 atoms, in Å:
1 C 2.103 1.518 1.012  H6 1.013, H7 1.083, H8 1.073, H9 1.072
2 C -2.669 0.036 0.993  P5 1.633, H10 1.078, H11 1.088
3 C -0.311 -1.210 -0.407  N4 1.453, P5 1.663, H12 1.106
4 N 0.421 -1.153 -1.661  C3 1.453, H13 1.016, H14 0.972, H15 1.096
5 P -1.822 -0.525 -0.285  C2 1.633, C3 1.663, H16 1.430
6 H 1.601 1.405 1.885  C1 1.013
7 H 3.105 1.628 1.407  C1 1.083
8 H 2.172 0.831 0.191  C1 1.073
9 H 1.949 2.504 0.622  C1 1.072
10 H -3.726 0.247 1.044  C2 1.078
11 H -2.129 0.299 1.900  C2 1.088
12 H 0.200 -0.892 0.521  C3 1.106
13 H 1.021 -1.972 -1.694  N4 1.016
14 H 0.954 -0.340 -1.668  N4 0.972
15 H -0.318 -1.367 -2.442  N4 1.096
16 H -2.550 -1.008 -1.418  P5 1.430

Here are the natural (NBO) charges for atoms 1 to 4, given in e: C -0.87; C -0.92; C -0.75; N -0.66